44
Properties=species:S:1:pos:R:3:forces:R:3:mulliken_charge:R:1 method="wB97M-V/def2-TZVPD" homo_energy_ev=-8.64 smiles="COCCCNC(=O)CCn1nc(-c2ccc(Cl)cc2)ccc1=O" e_above_lowest_kj_mol=99.7 largest_force_ha_per_bohr=0.019 homo_lumo_gap_ev=8.4506 total_charge=0 spin_multiplicity=1 total_energy_ev=-41088.9617
C -0.895910 -3.113420 0.222735 -0.01 0.02 -0.03 -0.541
H -1.451024 -3.933139 -0.229319 -0.08 0.06 -0.01 0.333
O 0.303077 -3.678636 0.709978 0.04 -0.16 -0.11 -0.404
C 1.038591 -2.852003 1.574522 0.15 0.29 0.16 -0.936
C 1.543390 -1.557042 0.930037 -0.08 -0.49 -0.19 0.597
H 0.685394 -0.934306 0.667934 0.02 0.09 0.00 -0.356
C 2.342389 -1.840379 -0.345695 -0.35 -0.09 0.17 -0.948
N 2.522505 -0.643771 -1.140141 0.34 -0.08 0.14 -0.046
C 1.530054 -0.193333 -1.935815 0.43 0.46 -0.31 0.338
O 0.508869 -0.819553 -2.135227 -0.37 -0.29 -0.07 -0.662
C 1.786049 1.161751 -2.587878 -0.28 0.01 0.09 -0.585
C 2.151377 2.240027 -1.563301 0.29 0.00 -0.34 -0.972
N 1.407461 2.055370 -0.327214 0.41 0.15 0.54 0.585
N 0.120775 1.826951 -0.474410 -0.94 -0.06 -0.15 -0.740
C -0.634801 1.600100 0.560863 0.52 0.18 -0.11 0.640
C -0.090161 1.642756 1.879806 0.49 0.12 -0.05 -0.475
C 1.236753 1.854010 2.029969 -0.32 0.01 0.08 -0.854
C 2.097951 2.024961 0.880238 -0.17 -0.05 -0.11 0.743
O 3.314617 2.120560 0.904217 0.31 0.00 0.20 -0.721
H 1.715834 1.873690 2.996780 0.04 -0.01 0.06 0.457
H -0.731740 1.477616 2.731848 -0.04 -0.03 0.09 0.411
C -2.031718 1.243603 0.296782 -0.40 -0.11 -0.12 0.460
C -2.335853 0.497266 -0.842042 0.03 0.08 0.16 -0.100
C -3.637659 0.118834 -1.103056 -0.15 0.04 0.04 -0.916
C -4.645830 0.493063 -0.226906 0.25 0.09 0.08 0.426
C -4.361962 1.240270 0.906121 -0.14 -0.08 -0.05 -0.875
C -3.056134 1.609409 1.166529 0.19 -0.07 -0.15 -0.443
H -2.841224 2.206188 2.040528 0.02 0.05 0.10 0.442
H -5.157159 1.529311 1.575272 -0.09 0.02 0.03 0.418
Cl -6.276545 0.022426 -0.546997 -0.20 -0.06 -0.04 -0.220
H -3.871076 -0.466447 -1.978103 -0.05 -0.06 -0.08 0.433
H -1.538735 0.199165 -1.505828 0.10 -0.05 -0.08 0.353
H 3.208880 2.214283 -1.288312 -0.24 0.06 -0.06 0.433
H 1.922494 3.229252 -1.970221 0.09 -0.08 0.06 0.335
H 0.867349 1.434633 -3.106981 0.10 -0.11 0.02 0.324
H 2.587778 1.066617 -3.321187 0.01 0.03 -0.02 0.418
H 3.287429 -0.035238 -0.894611 -0.05 0.09 -0.08 0.319
H 3.321535 -2.256945 -0.105932 -0.03 -0.03 -0.05 0.389
H 1.786490 -2.557950 -0.954204 0.18 0.03 0.08 0.332
H 2.152459 -1.012107 1.653813 -0.02 0.05 0.04 0.414
H 1.884791 -3.465799 1.894248 -0.04 0.07 0.09 0.388
H 0.433591 -2.594367 2.459500 0.08 -0.08 -0.04 0.382
H -1.488924 -2.680628 1.037709 -0.02 0.00 0.02 0.283
H -0.711416 -2.347056 -0.536054 0.00 0.01 0.02 0.140

=====

10
Properties=species:S:1:pos:R:3:forces:R:3:mulliken_charge:R:1 method="wB97M-V/def2-TZVPD" homo_energy_ev=-8.94 smiles="C#CC(=S)OC" e_above_lowest_kj_mol=258.3 largest_force_ha_per_bohr=0.044 homo_lumo_gap_ev=8.7138 total_charge=0 spin_multiplicity=1 total_energy_ev=-17092.4684
C 1.922040 -0.343714 0.024311 0.25 1.53 -0.53 -0.677
C -0.360150 0.340886 0.041085 -1.66 -1.08 -0.67 0.361
C -1.790426 -0.048715 0.122819 -1.49 -0.65 -0.85 -0.488
C -2.996752 -0.212514 -0.055472 2.18 0.29 0.60 0.061
H 2.107654 0.216259 0.961517 -0.44 -0.50 -0.23 0.330
H 2.263836 0.387992 -0.766409 -0.37 -1.11 0.54 0.323
H 2.501353 -1.274469 0.027217 -0.57 0.22 -0.22 0.246
H -4.072448 -0.322415 -0.156111 0.83 0.02 0.09 0.397
O 0.507139 -0.648083 -0.157145 0.52 -0.30 0.97 -0.294
S -0.082244 1.904771 -0.041810 0.74 1.56 0.31 -0.259

=====

39
Properties=species:S:1:pos:R:3:forces:R:3:mulliken_charge:R:1 method="wB97M-V/def2-TZVPD" homo_energy_ev="-7.29 / -7.26" largest_force_ha_per_bohr=0.077 homo_lumo_gap_ev="6.1598 / 6.1394" total_charge=0 spin_multiplicity=1 total_energy_ev=-27646.1644
Pt 0.226924 0.291479 -1.542835 0.64 1.08 0.58 0.542
N -0.955913 2.520389 -1.641300 0.23 -0.87 0.06 -0.506
C -0.209723 3.195479 -2.706692 0.46 0.41 -0.17 -0.557
C 1.285097 2.837587 -2.634528 -0.21 -0.08 -0.05 0.708
O 2.127271 3.721344 -2.733239 -0.04 0.22 -0.12 -0.691
N 1.525174 1.524118 -2.498376 -1.11 0.44 -0.67 -0.403
C 2.868955 1.135483 -2.307043 1.23 -0.36 1.80 -0.611
C 3.154684 0.936311 -0.732834 1.47 0.45 -3.64 0.523
O 4.317797 0.863399 -0.399576 0.43 -0.16 0.84 -0.706
O 2.125515 0.853065 -0.026066 -2.79 -0.57 1.27 -0.695
H -0.711547 2.924106 -0.740736 -0.11 -0.08 -0.13 0.232
H -1.956726 2.604721 -1.780311 0.07 -0.15 0.12 0.213
H -0.593759 2.871918 -3.676476 -0.04 -0.03 0.10 0.269
H -0.281963 4.289982 -2.651211 -0.04 -0.26 0.03 0.323
H 3.070116 0.155065 -2.749801 0.05 0.11 -0.17 0.277
H 3.587884 1.878622 -2.660824 -0.16 -0.20 -0.11 0.383
C 1.274459 -1.262387 1.787119 0.78 -0.42 -0.67 -0.723
N 0.276047 -0.457070 2.511621 0.17 0.32 0.20 0.087
C -0.336987 -1.236175 3.594213 -0.30 -0.33 0.60 -0.967
C -0.757593 0.125924 1.585074 -0.51 0.24 -0.77 -1.005
C -1.410846 -0.934455 0.738909 0.23 0.27 -0.10 1.038
C -2.390271 -1.756190 1.287340 -0.09 -0.02 -0.06 -0.424
C -2.903768 -2.811815 0.560401 -0.15 -0.05 0.09 -0.713
C -2.443572 -3.025141 -0.729104 -0.05 -0.06 0.02 -0.714
C -1.528064 -2.155249 -1.294648 0.16 0.16 -0.10 -0.345
C -0.978661 -1.064580 -0.595921 -0.43 0.00 0.13 -0.471
H 2.014890 -1.650483 2.482834 -0.11 0.04 0.16 0.377
H 1.769051 -0.621909 1.047804 -0.06 -0.02 0.19 0.252
H 0.780338 -2.078790 1.266457 -0.14 -0.02 0.19 0.373
H 0.780244 0.337397 2.913223 -0.06 -0.09 -0.05 0.317
H -0.837945 -2.099189 3.161251 0.13 0.06 0.00 0.492
H -1.070790 -0.633107 4.123835 0.00 0.09 -0.03 0.347
H 0.419255 -1.575927 4.298245 0.12 0.07 -0.11 0.324
H -0.234282 0.814329 0.905419 0.01 -0.12 0.46 0.179
H -1.483779 0.667349 2.197045 0.18 -0.03 0.12 0.540
H -2.779651 -1.555525 2.276607 -0.02 0.00 0.11 0.557
H -3.667912 -3.445915 0.988390 -0.01 -0.04 0.00 0.386
H -2.831251 -3.858837 -1.298761 0.00 -0.02 -0.09 0.379
H -1.238698 -2.325322 -2.325506 0.04 0.02 -0.05 0.410

=====

59
Properties=species:S:1:pos:R:3:forces:R:3:mulliken_charge:R:1 method="wB97M-V/def2-TZVPD" homo_energy_ev=-10.03 e_above_lowest_kj_mol=220.4 largest_force_ha_per_bohr=0.072 homo_lumo_gap_ev=5.1916 total_charge=+1 spin_multiplicity=1 total_energy_ev=-32479.6924
C -1.510918 -1.451754 -2.416284 -0.39 -1.11 0.49 -2.141
C -0.206035 -0.876459 -2.082186 0.51 2.72 -2.48 0.550
N 0.031005 0.431509 -2.194026 -0.72 -2.52 0.98 0.511
C 1.333258 0.983773 -2.263950 1.06 1.10 -0.74 0.738
C 2.538435 0.308558 -2.290405 0.23 0.20 0.02 -0.543
C 3.685439 1.036667 -2.660095 -0.41 0.05 0.15 -0.768
C 3.598693 2.400502 -2.986138 -0.29 -0.13 0.15 -0.636
C 2.366915 3.070608 -2.952719 -0.18 -0.42 0.30 -0.507
C 1.224823 2.353014 -2.590361 1.23 -0.69 -0.09 0.152
C -0.177982 2.674900 -2.652580 -1.24 -0.18 -0.14 0.134
C -0.904871 1.482702 -2.397902 -0.08 1.21 -0.26 0.622
C -2.284970 1.448392 -2.468086 -0.33 0.15 0.00 -0.397
C -2.960847 2.635918 -2.804976 0.54 -0.02 0.07 -0.927
C -2.246426 3.811724 -3.080238 -0.13 -0.25 0.08 -0.653
C -0.848047 3.838529 -3.018295 0.12 -0.42 0.26 -0.465
H -1.355647 -2.530364 -2.536781 -0.25 0.24 0.08 0.351
H -2.214277 -1.298639 -1.591703 -0.03 -0.07 -0.24 0.345
H -1.955110 -1.072115 -3.345789 0.35 0.25 0.18 0.614
H 0.676848 -1.489690 -2.250389 -0.06 0.17 0.78 0.694
H 2.567335 -0.749824 -2.037522 0.35 0.22 -0.10 0.332
H 4.650620 0.532255 -2.706435 -0.30 0.14 0.06 0.414
H 4.501060 2.941482 -3.275609 -0.29 -0.19 0.08 0.399
H 2.260303 4.120401 -3.213833 0.24 -0.18 -0.02 0.427
H -2.828609 0.532781 -2.274931 -0.11 0.41 -0.01 0.348
H -4.048666 2.629278 -2.859232 0.31 0.02 0.01 0.430
H -2.795928 4.713890 -3.348009 0.17 -0.24 0.05 0.393
H -0.261077 4.727688 -3.245426 -0.35 -0.10 0.03 0.434
C -0.590286 1.880201 3.943766 0.14 0.13 -0.07 -0.520
C -2.021807 1.369671 4.154038 -0.19 -0.36 0.09 -0.659
C -2.188095 0.167096 3.216544 -0.37 0.33 -0.43 -0.635
N -0.839586 -0.217147 2.842215 0.17 -0.31 0.53 0.170
C -0.636467 -1.256663 1.962378 -1.07 -0.32 -0.94 0.861
C -1.586467 -1.611511 1.023317 0.45 0.85 1.41 -0.939
C -1.560061 -2.953719 0.412276 0.56 -0.90 -0.08 -1.214
C -0.117142 -3.326018 0.034143 -0.68 -0.07 -0.66 0.138
C 0.917384 -2.957310 1.039320 0.45 0.53 0.19 0.389
C 0.619017 -2.030140 2.057635 0.32 -0.58 -0.02 0.363
C 1.550295 -1.857170 3.092920 0.13 0.00 -0.07 -0.459
C 2.831451 -2.391708 2.990934 -0.17 -0.36 -0.36 -0.807
C 3.179635 -3.150693 1.859429 -0.11 0.31 0.07 -0.591
C 2.221327 -3.434012 0.886005 -0.07 0.07 0.57 -0.689
C 0.118131 0.862782 3.037960 0.24 0.29 -0.24 -0.550
H -0.595178 2.858341 3.456457 0.06 -0.07 0.19 0.316
H -0.061125 1.969818 4.893638 -0.08 0.12 -0.09 0.295
H -2.170451 1.035163 5.184072 0.01 0.19 -0.10 0.278
H -2.769720 2.132833 3.925927 0.10 -0.09 0.16 0.313
H -2.725043 -0.667623 3.693746 0.28 0.15 -0.20 0.303
H -2.772368 0.455084 2.328405 -0.01 0.09 0.16 0.302
H -2.492227 -1.012670 0.909179 0.25 -0.17 0.22 0.340
H -1.934368 -3.714723 1.121115 -0.07 0.23 -0.22 0.383
H -2.199448 -2.987765 -0.476610 0.06 -0.28 0.29 0.399
H -0.053317 -4.393804 -0.222326 0.09 0.30 0.06 0.485
H 0.116612 -2.758527 -0.873732 0.10 -0.28 -0.06 -0.592
H 1.263363 -1.299065 3.983919 0.14 -0.16 -0.31 0.734
H 3.556542 -2.214778 3.783163 -0.15 -0.10 -0.18 0.405
H 4.193768 -3.522071 1.738202 -0.15 0.05 0.08 0.406
H 2.468758 -4.024379 0.000128 -0.04 -0.02 0.38 0.464
H 0.381054 1.328693 2.072866 -0.08 -0.10 0.06 0.164
H 1.060500 0.516111 3.472881 -0.28 0.14 -0.11 0.297